No. 1
Entry from the OMol25 dataset: the molecule C17H22N2OS in a non-equilibrium geometry (wB97M-V/def2-TZVPD).

```
43
Properties=species:S:1:pos:R:3:mulliken_charge:R:1
C -0.50780 5.84898 0.87848 -1.213
C -0.59451 4.68095 -0.15655 -0.285
C 0.53324 3.68252 -0.10351 -0.638
C 0.58378 2.64288 -1.23601 -0.353
C 1.79430 1.62468 -1.07495 -0.787
O 1.45356 0.50250 -0.28060 -0.348
C 0.47272 -0.35342 -0.70530 1.042
C -0.19943 -0.30874 -1.98317 -0.702
C -1.04708 -1.37421 -2.33433 -0.741
C -1.33918 -2.36094 -1.37115 -0.869
C -0.69531 -2.34854 -0.14941 -0.545
C 0.12473 -1.33201 0.27822 0.445
C 0.76538 -1.43405 1.58894 0.156
C 1.37692 -2.65610 1.95588 -0.682
S 1.79018 -4.04097 0.90757 0.063
C 3.24386 -4.53670 1.72318 -0.738
N 0.50091 -0.32452 2.49873 0.280
C 1.17648 -0.11775 3.68618 -0.264
C 0.59772 1.06668 4.20343 -0.721
N -0.34479 1.71832 3.32488 -0.640
C -0.25573 0.86758 2.28744 0.011
H -1.33337 6.56349 0.89364 0.378
H -0.41534 5.52916 1.95782 0.294
H 0.35928 6.56594 0.60002 0.274
H -1.59912 4.12616 -0.09284 0.293
H -0.54293 5.16635 -1.12996 0.263
H 1.46192 4.19574 -0.08811 0.402
H 0.53026 3.19048 0.89990 0.078
H 0.65763 3.14825 -2.26752 0.344
H -0.36016 2.14058 -1.22480 0.378
H 2.01987 1.21077 -2.05373 0.391
H 2.83147 1.97797 -0.85260 0.468
H 0.00171 0.41702 -2.74468 0.382
H -1.46755 -1.55072 -3.31534 0.389
H -1.97024 -3.15793 -1.65345 0.434
H -0.92708 -3.16112 0.58389 0.438
H 1.70113 -2.73833 2.97269 0.310
H 3.45790 -5.63193 1.69648 0.325
H 3.10185 -4.14973 2.85502 0.198
H 4.13883 -3.99909 1.24360 0.240
H 1.73068 -0.92425 4.05845 0.286
H 0.73005 1.42951 5.17864 0.458
H -0.78212 0.95916 1.29954 0.505
```

ΔE to the lowest compared entry with this formula, charge and spin in kcal per mole: 89.5
E in eV: -33845.8479
E_LUMO in eV: 0.48

---

No. 2
Entry from the OMol25 dataset: the molecule C3H5NO in a non-equilibrium geometry (wB97M-V/def2-TZVPD).

```
10
Properties=species:S:1:pos:R:3:mulliken_charge:R:1
C 1.41791 -0.09093 -0.31624 0.018
N 0.82198 1.02823 -0.40529 -0.454
C -0.51804 0.76514 0.07160 -0.352
C -0.68133 -0.75876 0.00156 -0.225
O 0.69155 -1.22500 -0.16543 -0.345
H 2.36073 0.15938 0.14089 0.368
H -1.22990 1.35085 -0.49585 0.302
H -0.49094 1.12044 1.11171 0.211
H -1.06572 -1.21750 0.91659 0.236
H -1.31356 -1.05678 -0.83984 0.240
```

ΔE to the lowest compared entry with this formula, charge and spin in kcal per mole: 38.3
E in eV: -6727.9136
E_LUMO in eV: 0.96

---

No. 3
Entry from the OMol25 dataset: a cluster of 2 separate species, C22H30O9P in total in a non-equilibrium geometry (wB97M-V/def2-TZVPD).

```
62
Properties=species:S:1:pos:R:3:mulliken_charge:R:1
C 1.79118 1.76452 -4.67459 -1.079
C 0.26955 1.65112 -4.49916 -0.331
O -0.19260 2.37854 -3.40165 -0.212
C -1.42427 3.07333 -3.66791 -0.517
C -1.80621 3.91146 -2.43987 -0.520
O -2.99661 3.48087 -1.84297 -0.284
C -2.76837 2.27350 -1.14546 -0.016
C -3.97274 1.90383 -0.27253 -0.559
O -3.53013 1.36669 0.97891 -0.388
C -3.15959 -0.00679 0.89711 -1.259
C -1.67206 -0.29663 0.76628 1.024
C -1.21805 -0.75349 -0.47247 -0.459
C 0.09199 -1.02109 -0.73035 -0.913
C 1.03035 -0.83990 0.27566 0.573
C 0.57690 -0.39384 1.54095 0.535
C -0.76141 -0.11580 1.76932 -0.522
C 1.58403 -0.24914 2.59707 -0.280
O 1.55201 0.62841 3.49792 -0.847
C 2.64682 -1.21989 2.47998 0.583
C 3.27466 -1.80902 3.73249 -1.163
C 2.64095 -3.21128 4.00065 -0.990
C 3.67665 -4.34293 4.10203 0.780
C 2.97861 -5.56804 4.75336 -1.553
C 4.22193 -4.79166 2.72886 -1.443
C 3.10249 -1.63494 1.24838 -0.551
C 2.46003 -1.10669 0.06590 -0.256
O 3.04277 -0.88326 -1.02178 -0.784
H 2.05739 1.68345 -5.73687 0.342
H 2.17727 2.72591 -4.32826 0.313
H 2.31183 0.95683 -4.15421 0.205
H -0.20025 1.99226 -5.43502 0.372
H 0.03292 0.57564 -4.43364 0.264
H -1.31503 3.68687 -4.56844 0.416
H -2.19486 2.30218 -3.78753 0.372
H -0.94623 3.85766 -1.75028 0.281
H -1.93086 4.96059 -2.71621 0.343
H -2.57622 1.43976 -1.83678 0.056
H -1.91615 2.40268 -0.46420 0.297
H -4.56153 2.80341 -0.07154 0.217
H -4.66007 1.20668 -0.76945 0.283
H -3.66668 -0.48361 0.04897 0.405
H -3.49700 -0.48157 1.83031 0.434
H -1.92976 -0.87900 -1.28677 0.169
H 0.39286 -1.34975 -1.71992 0.365
H -1.10379 0.25215 2.73243 0.441
H 3.06430 -1.15969 4.58621 0.346
H 4.35800 -1.89137 3.57893 0.548
H 2.01630 -3.18215 4.90233 0.338
H 1.95907 -3.46386 3.18151 0.447
H 4.52073 -4.00960 4.71760 0.353
H 1.95711 -5.62463 4.36097 0.328
H 2.89854 -5.40895 5.83405 0.360
H 3.48920 -6.50531 4.51948 0.431
H 3.48248 -4.65828 1.93491 0.290
H 4.44312 -5.86710 2.74053 0.435
H 5.16547 -4.30091 2.47639 0.285
H 3.90929 -2.35761 1.15739 0.351
O -6.02823 4.97905 -1.87128 -0.581
P -5.83400 5.31987 -3.36315 0.897
O -7.09806 6.04561 -3.86962 -0.710
O -5.60660 4.00788 -4.14192 -0.611
O -4.60946 6.23702 -3.56308 -0.649
```

Net charge: -3
E in eV: -51010.7901
E_LUMO in eV: 4.64

---

No. 4
Entry from the OMol25 dataset: a structure of composition C47H40BrGeN7O3RuS (wB97M-V/def2-TZVPD).

```
101
Properties=species:S:1:pos:R:3:mulliken_charge:R:1
Ru -0.46023 -0.23869 0.01513 -0.654
O 2.74211 -4.74126 0.87873 -0.580
C 3.60868 -3.68413 0.83868 1.035
C 4.98500 -3.83561 0.85976 -0.828
C 5.79368 -2.71100 0.76680 -0.702
C 5.23607 -1.44790 0.62978 -1.127
C 3.85654 -1.31002 0.61633 -0.029
C 3.03169 -2.41629 0.75554 0.201
C 1.52839 -2.33962 0.77748 -0.942
O 1.05467 -1.06470 1.24465 1.382
N 0.91005 -2.54561 -0.52894 -0.014
N 0.68155 -1.40333 -1.27306 0.302
C 0.65215 -1.54381 -2.55521 -0.703
C 0.43642 -0.51988 -3.54239 0.519
Br 0.77559 1.25637 -3.02411 -0.033
C 0.12593 -0.92421 -4.79182 -0.332
C -0.19709 -0.21476 -6.01321 0.738
C -0.62959 1.11670 -6.06158 -0.239
C -0.93329 1.69831 -7.27863 -0.889
C -0.80409 0.97241 -8.45647 -0.388
C -0.38964 -0.35173 -8.42126 -0.669
C -0.10170 -0.94433 -7.20601 -0.528
H 3.22341 -5.56335 1.02896 0.405
H 5.42367 -4.82339 0.93867 0.390
H 6.86859 -2.83038 0.78680 0.436
H 5.87017 -0.57709 0.53900 0.472
H 3.41416 -0.32956 0.51100 0.441
H 1.13639 -3.13282 1.41700 0.727
H 1.20380 -3.36888 -1.03831 0.441
H 0.83198 -2.54103 -2.95690 0.377
H 0.12330 -2.00618 -4.90872 0.230
H -0.75261 1.68800 -5.15411 0.308
H -1.27252 2.72470 -7.31246 0.407
H -1.03665 1.43973 -9.40402 0.402
H -0.29946 -0.92135 -9.33565 0.411
H 0.21195 -1.98068 -7.17412 0.361
S 0.24338 1.76877 0.68263 -0.127
C -0.92753 2.71503 -0.13693 0.106
N -0.79937 4.05080 -0.02613 -0.602
N -1.66760 4.89703 -0.38255 0.116
C -3.06222 4.82204 -0.72578 0.979
C -3.50337 5.76491 -1.64004 -0.576
C -4.85589 5.82100 -1.94746 -0.515
C -5.73966 4.95564 -1.32282 -0.657
C -5.28036 4.04001 -0.37852 -0.542
C -3.93519 3.96038 -0.07245 -0.490
N -1.84791 2.15400 -0.91946 -0.136
N -1.79267 0.88578 -1.04195 0.605
C -2.72827 0.38858 -2.03183 0.612
C -2.63227 -0.92444 -2.47369 0.036
C -3.51272 -1.40132 -3.43385 -1.066
C -4.48997 -0.57097 -3.95654 -0.672
C -4.58158 0.74326 -3.51512 -0.772
C -3.70959 1.23120 -2.55871 -0.355
H -1.32449 5.85213 -0.30645 0.284
H -2.80604 6.44720 -2.11086 0.441
H -5.21117 6.54905 -2.66286 0.414
H -6.79481 5.00081 -1.55526 0.446
H -5.98006 3.39114 0.12984 0.438
H -3.58690 3.26991 0.68318 0.592
H -1.85419 -1.57759 -2.11121 0.311
H -3.42786 -2.42430 -3.77477 0.472
H -5.17927 -0.94250 -4.70228 0.437
H -5.34283 1.39688 -3.91944 0.478
H -3.79430 2.25148 -2.22113 0.260
O -2.29235 -2.43338 0.52492 -0.383
N -1.58478 -1.57227 0.31206 0.358
C 5.02142 2.01459 4.01190 -0.624
C 4.72435 0.92843 4.81903 -0.781
C 3.63603 0.11849 4.52119 -0.724
C 2.83025 0.38107 3.41199 0.920
C 3.13123 1.49129 2.62240 0.178
C 4.21894 2.29772 2.91284 -0.967
Ge 1.30261 -0.76653 3.15838 0.704
C 1.55147 -2.52815 3.89412 0.273
C 2.82096 -3.10836 3.96492 0.019
C 2.98829 -4.36889 4.51570 -1.074
C 1.88913 -5.06979 4.99515 -0.674
C 0.62284 -4.50643 4.93116 -0.817
C 0.45693 -3.24070 4.38750 0.140
C -0.34973 0.07610 3.69230 0.778
C -1.61921 -0.45774 3.45831 -0.269
C -2.75701 0.17996 3.92292 -1.301
C -2.64152 1.36497 4.64304 -0.668
C -1.38781 1.89563 4.90217 -0.851
C -0.24846 1.25412 4.43005 -0.532
H 5.87059 2.64492 4.23973 0.430
H 5.33671 0.70745 5.68297 0.451
H 3.42105 -0.72115 5.17227 0.506
H 2.52753 1.73745 1.75856 -0.010
H 4.44145 3.15047 2.28491 0.442
H 3.68816 -2.57701 3.58968 0.654
H 3.97896 -4.80053 4.57858 0.481
H 2.02179 -6.05133 5.43063 0.439
H -0.23118 -5.04560 5.31835 0.457
H -0.53327 -2.80041 4.37737 0.345
H -1.73152 -1.40131 2.93071 0.462
H -3.73211 -0.25474 3.74519 0.487
H -3.52773 1.86041 5.01677 0.450
H -1.29067 2.80723 5.47656 0.467
H 0.72228 1.69342 4.63079 0.387
```

ΔE to the lowest compared entry with this formula, charge and spin in kcal per mole: 0.0
Net charge: +2
E in eV: -205919.7925
E_LUMO (spin up / spin down) in eV: -7.01 / -7.01